Entry 1:
{
  "formula": "C75H68N8O19S2",
  "method": "ωB97M-V/def2-TZVPD",
  "homo_energy_ev": -8.07,
  "total_charge": 0,
  "e_lumo_ev": -1.083,
  "symbols": ["S", "S", "O", "O", "O", "O", "O", "O", "O", "O", "O", "O", "O", "O", "O", "O", "O", "O", "O", "O", "O", "N", "N", "N", "N", "N", "N", "N", "N", "C", "C", "C", "C", "C", "C", "C", "C", "C", "C", "C", "C", "C", "C", "C", "C", "C", "C", "C", "C", "C", "C", "C", "C", "C", "C", "C", "C", "C", "C", "C", "C", "C", "C", "C", "C", "C", "C", "C", "C", "C", "C", "C", "C", "C", "C", "C", "C", "C", "C", "C", "C", "C", "C", "C", "C", "C", "C", "C", "C", "C", "C", "C", "C", "C", "C", "C", "C", "C", "C", "C", "C", "C", "C", "C", "H", "H", "H", "H", "H", "H", "H", "H", "H", "H", "H", "H", "H", "H", "H", "H", "H", "H", "H", "H", "H", "H", "H", "H", "H", "H", "H", "H", "H", "H", "H", "H", "H", "H", "H", "H", "H", "H", "H", "H", "H", "H", "H", "H", "H", "H", "H", "H", "H", "H", "H", "H", "H", "H", "H", "H", "H", "H", "H", "H", "H", "H", "H", "H", "H", "H", "H", "H"],
  "xyz": [[2.15302, -2.32387, -0.29513], [5.00754, -1.39076, -4.78418], [3.45824, -8.58212, -9.95271], [1.59318, 2.63375, -1.27602], [-2.20309, 1.78862, 0.99998], [-11.60035, -4.71904, 3.44492], [4.43089, -1.88756, 2.27866], [12.88191, -4.78111, -3.70705], [5.86220, -1.37739, -5.93734], [2.25924, -7.02499, -10.82765], [2.68367, 2.85604, -3.21626], [-8.36292, 0.52414, 0.64160], [-1.11250, 0.20597, 1.96550], [1.73746, 3.95359, 7.04085], [-9.20414, -1.39818, 0.17550], [-10.80656, -5.80292, 5.12509], [0.94845, 2.25124, 8.10764], [4.15519, -2.54103, -4.87256], [12.71963, -4.95887, -1.56927], [5.21653, -0.26143, 3.67040], [5.99952, -1.54021, -3.51623], [-9.30121, -0.20267, 0.37379], [-5.89301, 1.00286, -2.58545], [-10.69573, -5.02972, 4.19459], [1.26856, 3.42535, 8.03258], [12.26305, -4.69922, -2.66532], [-1.57524, 1.32858, 1.93550], [1.51379, 0.01205, -2.00860], [2.93137, -7.48728, -9.92675], [-5.96823, 1.16155, -3.92567], [2.51978, -5.42053, -8.65253], [2.41997, 2.02695, 0.96435], [2.64460, 3.14031, -2.03986], [-7.20207, 0.76382, -4.37983], [-0.36937, 2.54022, 5.25263], [-1.69520, -1.68644, -2.63122], [2.44167, 3.45729, 1.41008], [1.23177, 4.14947, 1.33922], [2.00064, 1.70234, -0.33482], [-10.77363, 1.76381, 0.48557], [-1.35051, 2.19306, 3.10046], [2.23286, 6.10511, 2.24984], [-12.03753, 2.32761, 0.42309], [3.91273, -7.14462, -7.69453], [-9.37489, -4.43096, 3.95690], [1.95644, 0.34585, -0.66583], [2.78555, 1.04464, 1.85818], [-3.81857, 0.08940, -1.43868], [4.10989, -6.35543, -6.57198], [3.12327, -6.66444, -8.72528], [2.31644, -0.62377, 0.26125], [4.11135, 0.17533, -4.78552], [6.82451, -1.64494, 2.59334], [-0.37124, -3.11996, -1.19690], [0.62606, -2.16390, -1.22132], [2.74433, -0.30059, 1.53850], [-7.96688, -2.98085, 2.68388], [-6.89002, -3.33861, 3.48483], [-11.72629, -0.40699, 0.02054], [1.07017, 4.26225, 9.22123], [-10.63413, 0.40103, 0.28759], [3.56276, 4.11113, 1.89057], [-3.00110, -1.38791, -3.36068], [5.95671, 4.52331, -0.89436], [0.65947, 5.84303, 11.43910], [-9.21723, -3.52925, 2.91883], [-0.60361, 1.71496, 4.16386], [8.25726, -3.36914, -2.85882], [-1.64444, 4.29258, 4.19774], [-0.66426, -0.76294, -2.68025], [-4.07049, -1.20681, -2.22947], [4.26487, 6.24983, -0.68543], [3.31430, 5.35282, -1.15619], [1.09744, 5.45299, 1.75642], [-7.07477, 0.51749, -2.12521], [-0.88848, 3.82909, 5.26666], [10.14205, -4.11110, -1.56215], [3.70280, 4.06941, -1.48820], [3.10700, -1.38689, 2.53021], [-12.98753, 0.16306, -0.03774], [5.57234, 5.80766, -0.57561], [10.30447, -3.96579, -3.96753], [8.99187, -3.52326, -4.02705], [2.65516, 0.03517, -4.28169], [-1.87807, 3.47214, 3.10567], [5.00527, 3.62403, -1.35887], [-7.91542, 0.34950, -3.19759], [0.55855, 3.69121, 10.37395], [3.51634, -5.10211, -6.48799], [1.38864, 5.60838, 9.16123], [-13.14354, 1.52792, 0.16596], [-1.52021, -2.85664, -1.90718], [-4.65649, 1.32368, -1.88792], [0.49896, -1.00549, -1.96529], [3.43053, 5.43406, 2.29124], [8.83111, -3.66557, -1.62835], [10.86543, -4.25047, -2.73396], [-7.06366, -4.23968, 4.52782], [5.39933, -1.19400, 2.91693], [2.71918, -4.63827, -7.52587], [-8.31294, -4.78941, 4.76931], [0.35376, 4.48922, 11.48801], [2.70222, -0.39508, -2.79884], [1.17874, 6.40098, 10.27815], [-11.60869, -1.46948, -0.13864], [-7.29146, 0.28898, -1.08553], [8.25594, -3.54616, -0.71913], [-2.04901, 5.29616, 4.21433], [-8.44461, -5.48994, 5.58144], [4.69043, 0.88894, -4.17994], [-13.85038, -0.45734, -0.23927], [0.35140, 3.63726, 0.94358], [6.80313, -2.55298, 1.97414], [3.93669, 7.25508, -0.43683], [2.12499, 7.13509, 2.58835], [-7.55400, 0.77214, -5.40320], [1.41745, 7.45546, 10.24321], [2.20823, -0.75532, -4.90487], [-2.37280, -3.53904, -1.91367], [4.10051, 0.54618, -5.81486], [2.08183, 0.94618, -4.47000], [0.49155, 6.46578, 12.30866], [-2.94259, -0.41215, -3.86380], [-10.05130, -3.25007, 2.29073], [3.64136, -0.06580, -2.32512], [4.37631, -8.11884, -7.75584], [-2.46375, 3.83705, 2.27375], [10.58522, -4.34076, -0.60364], [7.35974, -0.85113, 2.06287], [-14.13104, 1.96992, 0.12505], [5.25263, 2.59618, -1.62323], [-0.73401, 0.17067, -3.23768], [-0.04786, 4.05666, 12.39444], [2.42817, -2.22499, 2.31665], [0.31674, 2.63880, 10.41469], [-5.23479, 1.53512, -4.63364], [-2.76141, 0.36468, -1.57884], [0.15167, 5.98992, 1.72001], [-5.09096, -1.34446, -2.60848], [-4.94152, 1.86388, -0.97041], [3.08592, 1.33953, 2.86353], [-12.16174, 3.39088, 0.57831], [4.72998, -6.71611, -5.76193], [2.28104, 5.68148, -1.25195], [2.25584, -3.66294, -7.45698], [6.98403, 4.17060, -0.82336], [2.76209, -1.49733, -2.79699], [4.51208, 3.58184, 1.95688], [1.90108, -5.05415, -9.45924], [7.31668, -1.90523, 3.53602], [-6.22371, -4.51602, 5.15140], [-9.91548, 2.38838, 0.68848], [-3.92250, -0.04512, -0.35512], [6.31950, 6.51382, -0.20864], [7.23689, -3.01793, -2.90860], [-4.06668, 2.03031, -2.47798], [-5.91196, -2.91445, 3.29466], [1.79309, 6.04585, 8.25958], [-0.70135, 4.47509, 6.11508], [-0.25768, -4.02634, -0.60675], [-7.83146, -2.27771, 1.87418], [-0.19934, 0.71269, 4.15354], [3.67551, -4.48525, -5.61369], [4.32138, 5.94656, 2.65685], [-8.93600, -0.01643, -3.15306], [-3.28169, -2.17840, -4.06497], [5.95922, -0.77133, -2.92658], [-3.90248, -2.04428, -1.53409], [0.21865, 2.18911, 6.08682], [2.92363, -1.09858, 3.56873], [10.87442, -4.08169, -4.87830], [8.54077, -3.29413, -4.98415]]
}

Entry 2:
{
  "formula": "C32H39BaCl3GeNO4P3SbSe4",
  "method": "ωB97M-V/def2-TZVPD",
  "s_squared": 0.790,
  "homo_energy_ev": [-5.71, -5.45],
  "spin_multiplicity": 2,
  "de_lowest_kj_mol": 200.5,
  "total_charge": 0,
  "e_lumo_ev": [-2.678, -3.402],
  "symbols": ["Ba", "Sb", "Se", "Se", "Se", "Se", "Ge", "Cl", "Cl", "Cl", "P", "P", "P", "O", "O", "O", "O", "N", "C", "C", "C", "C", "C", "C", "C", "C", "C", "C", "C", "C", "C", "C", "C", "C", "C", "C", "C", "C", "C", "C", "C", "C", "C", "C", "C", "C", "C", "C", "C", "C", "H", "H", "H", "H", "H", "H", "H", "H", "H", "H", "H", "H", "H", "H", "H", "H", "H", "H", "H", "H", "H", "H", "H", "H", "H", "H", "H", "H", "H", "H", "H", "H", "H", "H", "H", "H", "H", "H", "H"],
  "xyz": [[-5.82552, 8.53730, 16.31717], [-10.39685, 13.61293, 18.42335], [-12.50225, 12.47962, 19.12632], [-8.61850, 14.19593, 20.35964], [-8.06404, 12.29830, 19.07163], [-11.09920, 15.60701, 17.02521], [-6.16766, 12.82286, 16.43307], [-4.88958, 10.83381, 15.04905], [-6.37938, 14.28321, 14.61967], [-4.39512, 13.88968, 17.37634], [-6.78262, 8.39861, 12.98407], [-8.91141, 6.63940, 17.48560], [-11.90375, 9.00444, 15.89626], [-5.29645, 8.08971, 12.39409], [-7.54441, 7.03500, 12.66178], [-5.09919, 9.08448, 18.46533], [-7.41003, 9.34703, 11.78170], [-4.89937, 9.15899, 20.74492], [-10.68778, 8.92304, 20.27603], [-13.71512, 7.60994, 12.57145], [-2.97386, 8.76092, 19.25973], [-11.07316, 13.29027, 14.45346], [-8.50871, 3.97051, 16.73312], [-12.82352, 8.22304, 13.47054], [-8.83242, 2.95217, 19.29572], [-8.80059, 4.84431, 17.79567], [-9.84414, 8.37227, 19.29200], [-8.97972, 4.30369, 19.07144], [-11.33524, 6.50365, 18.94294], [-4.40018, 9.00415, 19.50707], [-14.26815, 7.63603, 15.27501], [-10.18086, 12.60880, 15.28571], [-13.10066, 8.27881, 14.81296], [-8.38408, 2.12628, 18.27481], [-15.11655, 6.97014, 14.44457], [-12.19200, 7.03959, 19.88446], [-4.37522, 7.16902, 13.02780], [-10.01752, 6.71309, 15.93679], [-12.41819, 11.24542, 14.27135], [-2.86247, 7.97645, 17.96339], [-8.31215, 2.61154, 16.98679], [-10.12569, 7.15904, 18.66651], [-10.26901, 8.16812, 15.46796], [-6.69023, 10.56798, 11.37269], [-14.87627, 7.00786, 13.03709], [-11.57254, 10.60773, 15.20738], [-7.92001, 6.45003, 11.38799], [-11.86182, 8.21365, 20.53719], [-12.17824, 12.56870, 13.92961], [-10.44900, 11.31809, 15.68622], [-3.74372, 7.76043, 13.66034], [-3.77820, 6.68970, 12.21633], [-4.47868, 8.77575, 21.57903], [-14.49654, 7.68829, 16.34369], [-2.62938, 9.79122, 19.06951], [-11.56447, 5.54541, 18.49044], [-11.89984, 8.66226, 13.08008], [-9.14222, 2.54282, 20.25742], [-12.62730, 8.63834, 21.25058], [-8.43045, 4.32611, 15.69694], [-4.87668, 6.40510, 13.62432], [-5.92363, 9.38980, 20.81833], [-10.92854, 14.34362, 14.22506], [-16.05002, 6.52917, 14.81235], [-7.45899, 5.45656, 11.36219], [-13.26724, 10.77647, 13.80197], [-7.59219, 7.04954, 10.55537], [-15.63630, 6.51379, 12.35626], [-9.40943, 6.16464, 15.19220], [-9.01344, 6.33945, 11.40501], [-13.51491, 7.64185, 11.50630], [-10.09904, 8.24538, 14.38170], [-6.82029, 10.68177, 10.26277], [-9.22722, 4.95623, 19.92919], [-13.15266, 6.55716, 20.05984], [-5.64546, 10.53820, 11.61428], [-1.94650, 8.06818, 17.34949], [-12.90096, 13.06137, 13.26845], [-8.04909, 1.97224, 16.16901], [-3.15405, 6.91777, 18.10411], [-7.14495, 11.42161, 11.88147], [-10.44165, 9.93098, 20.68850], [-8.88950, 8.84192, 19.08924], [-2.50141, 8.27985, 20.17598], [-9.45621, 8.82283, 15.85366], [-10.96182, 6.11425, 16.06958], [-9.21267, 13.10100, 15.57195], [-9.76070, 10.79478, 16.35059], [-8.09584, 1.10607, 18.48674]]
}

| no. | total energy (a.u.) |
| --- | --- |
| 1 | -5562.1902 |
| 2 | -15951.5719 |